No. 1
Molecular formula: C45H40BrN2O25
Method: DFT, wB97M-V/def2-TZVPD

Calculated values
ΔE to the lowest compared entry with this formula, charge and spin = 8.9559 eV
Largest force on an atom = 8.3 eV/A
Electronic energy = -171504.9511 eV
Net charge = +1

Atoms and positions in Å:
C  -0.756  1.568  -0.791
O  -1.049  0.370  -1.594
C  -2.438  0.378  -2.079
C  -2.610  0.826  -3.647
C  -1.687  -0.001  -4.717
C  -0.085  0.326  -4.669
C  0.314  1.907  -4.541
C  -0.571  2.938  -5.452
C  -0.920  4.346  -4.635
N  -1.755  5.029  -5.697
C  -1.870  4.191  -6.965
N  -1.127  2.868  -6.855
Br  -0.890  1.453  -8.058
H  0.421  1.551  -0.595
H  -1.276  1.577  0.258
H  -1.080  2.508  -1.447
H  -3.003  -0.647  -1.848
H  -3.017  1.197  -1.432
H  -3.744  0.590  -3.935
H  -2.509  1.990  -3.688
H  -1.801  -1.155  -4.435
H  -2.181  0.099  -5.790
H  0.402  -0.113  -5.663
H  0.383  -0.295  -3.777
H  1.486  1.997  -4.749
H  0.194  2.198  -3.392
H  -0.611  4.697  -3.562
H  -2.205  5.976  -5.562
H  -2.450  4.416  -7.955
C  3.779  3.989  -0.275
C  5.102  3.945  -0.101
C  5.947  2.965  -0.838
O  7.161  2.961  -0.672
C  5.276  2.022  -1.747
C  3.953  2.064  -1.918
C  3.112  3.062  -1.202
O  1.901  3.088  -1.394
O  3.316  1.180  -2.769
O  5.736  4.811  0.771
H  3.153  4.697  0.252
H  5.900  1.304  -2.263
H  2.363  1.413  -2.721
H  6.689  4.581  0.719
C  0.893  -3.194  1.268
C  2.076  -3.768  1.496
C  3.295  -3.351  0.748
O  4.372  -3.884  0.993
C  3.151  -2.303  -0.274
C  1.968  -1.732  -0.504
C  0.755  -2.129  0.263
O  -0.315  -1.572  0.042
O  1.825  -0.748  -1.465
O  2.213  -4.771  2.437
H  0.000  -3.485  1.806
H  4.041  -2.022  -0.823
H  0.877  -0.494  -1.440
H  3.163  -5.021  2.416
C  11.641  7.243  0.233
C  10.861  6.315  0.791
C  9.403  6.548  0.991
O  8.708  5.669  1.489
C  8.850  7.847  0.578
C  9.631  8.776  0.023
C  11.082  8.533  -0.201
O  11.771  9.399  -0.730
O  9.118  10.000  -0.364
O  11.379  5.102  1.204
H  12.701  7.087  0.080
H  7.793  8.010  0.745
H  9.879  10.496  -0.738
H  10.617  4.604  1.573
C  -5.950  -0.306  2.616
C  -5.267  -0.575  1.502
C  -5.829  -0.270  0.157
O  -5.170  -0.511  -0.848
C  -7.178  0.315  0.090
C  -7.862  0.581  1.204
C  -7.288  0.301  2.549
O  -7.934  0.574  3.556
O  -9.131  1.128  1.149
O  -4.010  -1.148  1.556
H  -5.552  -0.520  3.600
H  -7.581  0.515  -0.894
H  -9.413  1.227  2.084
H  -3.725  -1.242  0.621
C  0.696  -8.771  0.030
C  0.646  -7.745  0.881
C  -0.626  -7.017  1.141
O  -0.645  -6.089  1.943
C  -1.828  -7.446  0.409
C  -1.778  -8.470  -0.444
C  -0.511  -9.216  -0.684
O  -0.500  -10.165  -1.460
O  -2.903  -8.877  -1.138
O  1.778  -7.320  1.553
H  1.614  -9.311  -0.167
H  -2.742  -6.897  0.595
H  -2.610  -9.636  -1.689
H  1.483  -6.565  2.108
C  -5.667  -3.770  6.740
C  -6.447  -4.698  7.298
C  -7.905  -4.466  7.498
O  -8.600  -5.345  7.996
C  -8.458  -3.167  7.085
C  -7.677  -2.237  6.531
C  -6.226  -2.481  6.306
O  -5.538  -1.614  5.777
O  -8.190  -1.013  6.143
O  -5.929  -5.912  7.711
H  -4.607  -3.927  6.587
H  -9.515  -3.004  7.252
H  -7.429  -0.518  5.769
H  -6.691  -6.409  8.080

No. 2
Molecular formula: C6H13N
Method: DFT, wB97M-V/def2-TZVPD

Calculated values
ΔE to the lowest compared entry with this formula, charge and spin = 1.6349 eV
Largest force on an atom = 2.9 eV/A
Electronic energy = -7921.1982 eV
SMILES string = CC/C=C\NCC

Atoms and positions in Å:
C  0.626  -1.231  -2.860
C  0.576  -0.120  -1.767
C  1.407  -0.539  -0.555
C  1.042  -0.055  0.681
N  0.184  1.040  0.812
C  -0.569  1.039  2.099
C  -1.972  0.456  2.107
H  -0.039  -2.028  -2.545
H  0.381  -0.719  -3.797
H  1.615  -1.666  -3.012
H  -0.414  -0.136  -1.286
H  0.714  0.849  -2.262
H  1.953  -1.483  -0.555
H  1.631  -0.299  1.555
H  -0.003  1.459  -0.076
H  0.176  0.557  2.731
H  -0.385  2.049  2.541
H  -1.934  -0.387  1.394
H  -2.738  1.099  1.691
H  -2.251  0.114  3.104

No. 3
Molecular formula: C4H12BNO
Method: DFT, wB97M-V/def2-TZVPD

Calculated values
ΔE to the lowest compared entry with this formula, charge and spin = 2.1697 eV
Largest force on an atom = 7.0 eV/A
Electronic energy = -8557.0861 eV
SMILES string = CB(N)OC(C)C

Atoms and positions in Å:
C  3.041  0.464  -0.847
B  1.396  0.172  0.173
N  1.451  -0.379  1.452
O  0.227  0.366  -0.464
C  -1.073  -0.357  -0.079
C  -1.729  0.216  1.146
C  -2.026  -0.376  -1.224
H  3.078  1.169  -1.625
H  3.297  -0.461  -1.062
H  3.742  0.683  -0.026
H  2.375  -0.584  1.924
H  0.560  -0.528  1.991
H  -0.633  -1.414  0.235
H  -2.515  -0.463  1.471
H  -1.022  0.258  1.914
H  -1.946  1.264  0.929
H  -2.656  -1.282  -1.193
H  -1.462  -0.308  -2.207
H  -2.591  0.557  -1.401

No. 4
Molecular formula: C9H24ClCrI2N2P2
Method: DFT, wB97M-V/def2-TZVPD

Calculated values
ΔE to the lowest compared entry with this formula, charge and spin = 3.3745 eV
Largest force on an atom = 5.8 eV/A
Electronic energy = -88400.6859 eV
Net charge = +2
2S+1 = 4

Atoms and positions in Å:
I  -1.301  0.706  2.328
I  1.802  0.439  2.518
Cr  -0.217  -1.421  -2.123
P  0.316  -2.906  -0.543
C  0.421  -2.122  1.059
C  -0.893  -4.235  -0.458
H  -0.390  -5.115  -0.049
H  2.050  -4.530  -0.544
H  -1.216  -4.479  -1.475
H  1.891  -3.796  -2.136
H  -0.496  -1.578  1.320
H  -1.761  -3.903  0.116
C  1.908  -3.580  -1.064
H  0.743  -2.791  1.882
H  2.714  -2.866  -0.890
H  1.201  -1.354  1.016
P  -0.866  0.595  -2.807
C  -0.788  1.787  -1.461
C  0.292  1.100  -4.085
H  -2.658  -0.363  -4.048
H  -2.639  1.399  -4.134
H  -3.253  0.532  -2.641
C  -2.533  0.549  -3.458
H  0.478  0.260  -4.759
H  -0.196  1.892  -4.658
H  -0.979  2.844  -1.722
H  0.207  1.727  -1.023
H  1.244  1.396  -3.641
H  -1.455  1.485  -0.650
Cl  -0.470  -2.618  -3.868
C  0.445  3.984  3.527
N  0.651  2.592  3.619
C  0.682  1.850  4.880
C  0.379  2.163  2.268
N  1.294  2.501  1.398
H  0.324  4.443  4.509
H  -0.494  4.089  2.947
H  1.286  4.324  2.901
H  -0.227  1.686  5.456
H  1.258  0.908  4.883
H  1.246  2.407  5.610

No. 5
Molecular formula: CH14O5S2
Method: DFT, wB97M-V/def2-TZVPD

Calculated values
ΔE to the lowest compared entry with this formula, charge and spin = 1.0101 eV
Largest force on an atom = 1.3 eV/A
Electronic energy = -33171.9732 eV
SMILES string = CSS.O.O.O.O.O

Atoms and positions in Å:
C  2.256  -0.966  -1.078
S  1.683  0.233  -2.306
S  0.219  1.276  -1.338
H  2.553  -1.842  -1.642
H  1.433  -1.200  -0.416
H  3.020  -0.506  -0.453
H  0.836  2.027  -0.399
O  1.909  0.564  1.900
H  2.266  -0.149  1.353
H  1.730  0.054  2.703
O  0.152  -2.891  0.070
H  -0.667  -2.409  0.268
H  -0.025  -3.659  0.634
O  -1.085  0.352  1.707
H  -0.261  0.420  1.205
H  -1.316  1.278  1.791
O  -1.976  2.880  0.249
H  -2.525  2.980  1.029
H  -2.466  2.545  -0.505
O  -2.886  -0.331  -1.839
H  -2.882  -0.104  -0.901
H  -1.969  -0.550  -2.031

No. 6
Molecular formula: C27H47Br6NO17
Method: DFT, wB97M-V/def2-TZVPD

Calculated values
Largest force on an atom = 5.4 eV/A
Electronic energy = -485309.2515 eV
Net charge = -1
2S+1 = 2

Atoms and positions in Å:
C  -0.927  1.142  -5.939
O  -0.305  1.507  -4.752
C  0.438  0.539  -4.136
C  1.720  1.365  -3.603
N  2.451  0.637  -2.561
C  3.249  -0.418  -3.046
C  4.104  -0.866  -1.883
O  3.605  -2.139  -1.391
C  4.345  -2.878  -0.438
H  -1.074  2.135  -6.364
H  -1.891  0.680  -5.729
H  -0.368  0.549  -6.663
H  0.766  -0.285  -4.769
H  -0.077  0.084  -3.290
H  1.315  2.258  -3.127
H  2.402  1.609  -4.418
H  3.144  1.271  -2.189
H  3.862  0.030  -3.828
H  2.639  -1.273  -3.338
H  4.295  -0.082  -1.150
H  5.082  -1.192  -2.237
H  4.699  -3.793  -0.913
H  3.802  -3.048  0.492
H  5.202  -2.276  -0.137
Br  -5.450  2.594  0.317
C  -3.530  2.497  0.997
C  -3.393  3.748  1.706
Br  -4.132  3.284  3.513
H  -2.874  2.250  0.162
H  -3.206  1.614  1.548
H  -3.947  4.516  1.166
H  -2.353  4.076  1.721
Br  6.294  -1.638  2.751
C  5.848  0.292  2.590
C  4.435  0.659  3.225
Br  4.479  0.265  5.061
H  5.867  0.508  1.522
H  6.613  0.859  3.120
H  3.658  0.123  2.679
H  4.079  1.648  2.936
Br  -3.895  -2.121  -4.961
C  -2.539  -1.913  -3.565
C  -3.159  -1.320  -2.288
Br  -3.455  0.662  -2.501
H  -1.745  -1.287  -3.971
H  -2.168  -2.909  -3.323
H  -2.502  -1.509  -1.439
H  -4.141  -1.767  -2.130
C  -0.227  1.015  0.049
C  0.519  -0.224  0.381
O  1.257  0.060  1.519
C  0.829  1.183  2.040
O  1.401  1.782  2.993
O  -0.129  1.690  1.323
H  -1.277  0.835  -0.183
H  0.202  1.438  -0.860
H  1.178  -0.496  -0.443
H  -0.099  -1.095  0.599
C  -3.707  -3.293  3.543
C  -2.179  -3.237  3.769
O  -1.665  -2.342  2.840
C  -2.730  -1.640  2.306
O  -2.621  -0.821  1.382
O  -3.935  -2.074  2.715
H  -4.353  -3.247  4.420
H  -4.006  -4.151  2.941
H  -1.967  -4.273  3.506
H  -1.959  -3.129  4.831
C  -0.597  5.513  -3.229
C  -0.997  4.059  -2.714
O  -1.903  4.305  -1.614
C  -2.354  5.587  -1.700
O  -3.154  6.108  -0.920
O  -1.750  6.200  -2.713
H  -0.595  5.638  -4.312
H  0.353  5.840  -2.805
H  -0.099  3.597  -2.304
H  -1.391  3.482  -3.551
C  1.214  -3.577  -1.576
C  1.117  -5.029  -1.191
O  0.135  -4.982  -0.163
C  -0.730  -4.001  -0.527
O  -1.839  -3.899  -0.019
O  -0.174  -3.263  -1.420
H  1.546  -3.385  -2.597
H  1.722  -2.892  -0.897
H  2.051  -5.451  -0.818
H  0.912  -5.829  -1.902
C  -0.282  -0.327  5.779
C  -1.206  0.819  5.303
O  -1.661  1.318  6.548
C  -1.369  0.562  7.582
O  -1.693  0.642  8.755
O  -0.635  -0.485  7.191
H  0.780  -0.094  5.710
H  -0.621  -1.295  5.410
H  -2.104  0.658  4.706
H  -0.468  1.507  4.890

No. 7
Molecular formula: C2H12O5
Method: DFT, wB97M-V/def2-TZVPD

Calculated values
ΔE to the lowest compared entry with this formula, charge and spin = 1.6949 eV
Largest force on an atom = 3.7 eV/A
Electronic energy = -12504.4874 eV
SMILES string = CC=O.O.O.O.O

Atoms and positions in Å:
C  2.821  -1.042  1.986
C  2.193  0.339  1.951
O  1.811  0.702  0.907
H  3.758  -1.061  1.324
H  3.153  -0.968  3.042
H  2.163  -1.892  1.700
H  2.018  0.920  2.887
O  -2.675  -1.693  -0.779
H  -1.988  -1.225  -0.349
H  -3.339  -1.673  -0.089
O  -2.207  -0.652  -2.961
H  -2.707  -1.417  -2.646
H  -2.527  -0.282  -3.862
O  1.790  1.948  -1.710
H  1.186  1.331  -1.312
H  2.155  1.732  -2.533
O  -2.262  1.396  0.695
H  -2.449  1.656  1.641
H  -2.893  1.884  0.109

No. 8
Molecular formula: C18H36ClFeN7SSi
Method: DFT, wB97M-V/def2-TZVPD

Calculated values
ΔE to the lowest compared entry with this formula, charge and spin = 0.3349 eV
Largest force on an atom = 0.4 eV/A
Electronic energy = -95298.1820 eV
Net charge = +1
2S+1 = 2

Atoms and positions in Å:
Fe  0.329  -0.197  1.069
C  1.895  4.455  -1.606
Si  3.123  4.183  -0.222
C  4.825  4.771  -0.722
C  2.577  5.022  1.358
C  3.250  2.311  0.103
C  4.445  1.605  -0.022
C  4.527  0.237  0.219
C  3.381  -0.434  0.590
N  2.222  0.214  0.710
C  2.155  1.540  0.488
S  0.487  2.022  0.784
H  1.843  5.515  -1.860
H  0.893  4.129  -1.324
H  2.187  3.910  -2.505
H  4.790  5.844  -0.918
H  5.182  4.284  -1.632
H  5.564  4.612  0.066
H  2.561  6.105  1.213
H  3.264  4.808  2.178
H  1.577  4.711  1.661
H  5.344  2.135  -0.313
H  5.463  -0.293  0.130
H  3.372  -1.494  0.812
C  -5.366  -0.646  3.297
C  -5.586  0.702  2.617
C  -5.010  1.860  3.428
C  -5.153  0.684  1.150
N  -3.784  0.205  0.906
C  -2.631  0.416  1.536
N  -1.694  -0.247  0.894
N  -2.293  -0.835  -0.158
N  -3.542  -0.593  -0.144
H  -5.797  -0.638  4.297
H  -4.304  -0.878  3.406
H  -5.831  -1.458  2.735
H  -6.665  0.872  2.550
H  -3.948  1.741  3.648
H  -5.516  1.920  4.391
H  -5.149  2.815  2.919
H  -5.244  1.671  0.697
H  -5.776  -0.009  0.588
H  -2.494  1.026  2.408
Cl  1.211  -1.489  3.123
C  0.220  0.008  2.970
H  0.737  0.821  3.466
H  -0.742  -0.208  3.429
C  -0.404  -5.502  0.786
C  0.009  -4.397  -0.179
C  1.436  -4.648  -0.674
C  -0.965  -4.332  -1.352
N  -0.104  -3.148  0.606
N  0.284  -1.964  -0.091
H  -0.355  -6.472  0.293
H  -1.423  -5.339  1.138
H  0.261  -5.534  1.653
H  1.489  -5.607  -1.189
H  2.140  -4.679  0.162
H  1.772  -3.895  -1.392
H  -1.002  -5.296  -1.857
H  -0.663  -3.593  -2.098
H  -1.966  -4.083  -0.999
H  0.470  -3.211  1.437
H  -0.456  -1.791  -0.770
H  1.151  -2.099  -0.615

No. 9
Molecular formula: CH6N2O
Method: DFT, wB97M-V/def2-TZVPD

Calculated values
ΔE to the lowest compared entry with this formula, charge and spin = 0.7542 eV
Largest force on an atom = 1.4 eV/A
Electronic energy = -6161.7416 eV
SMILES string = [H]/N=C/N.O

Atoms and positions in Å:
H  0.289  -0.277  -1.016
N  0.039  0.300  -0.221
C  -1.092  0.820  -0.498
N  -1.711  1.713  0.313
H  -1.565  0.703  -1.439
H  -1.183  2.047  1.096
H  -2.418  2.319  -0.051
O  2.405  -2.390  0.367
H  1.501  -2.364  0.706
H  2.286  -2.039  -0.518

No. 10
Molecular formula: C25H30NO2
Method: DFT, wB97M-V/def2-TZVPD

Calculated values
ΔE to the lowest compared entry with this formula, charge and spin = 2.6620 eV
Largest force on an atom = 4.2 eV/A
Electronic energy = -31988.2486 eV
SMILES string = COC(=O)[C@H]1CCC/[N+]1=C1\CCCC[C@@H]1C(c1ccccc1)c1ccccc1
Net charge = +1

Atoms and positions in Å:
C  2.433  0.159  5.091
O  1.761  -0.089  3.854
C  0.933  -1.145  3.924
O  0.596  -1.661  4.976
C  0.401  -1.585  2.552
C  0.791  -3.028  2.354
C  -0.327  -3.811  3.042
C  -1.544  -2.902  2.971
N  -1.014  -1.557  2.682
C  -1.722  -0.458  2.387
C  -3.186  -0.770  2.584
C  -4.170  0.381  2.380
C  -3.610  1.674  2.976
C  -2.237  2.035  2.511
C  -1.110  0.970  2.437
C  -0.064  2.104  2.140
C  0.478  2.895  3.412
C  0.073  2.606  4.723
C  0.689  3.266  5.811
C  1.631  4.270  5.598
C  2.052  4.545  4.297
C  1.493  3.841  3.209
C  -0.241  3.127  1.001
C  0.029  2.596  -0.265
C  0.021  3.420  -1.391
C  -0.137  4.792  -1.254
C  -0.376  5.366  0.004
C  -0.396  4.530  1.152
H  3.045  1.023  4.878
H  1.706  0.369  5.871
H  3.029  -0.716  5.345
H  0.780  -0.888  1.812
H  0.794  -3.246  1.288
H  1.772  -3.275  2.765
H  -0.532  -4.769  2.562
H  -0.085  -4.003  4.090
H  -2.225  -3.218  2.163
H  -2.135  -2.950  3.902
H  -3.477  -1.590  1.905
H  -3.334  -1.148  3.619
H  -5.127  0.133  2.862
H  -4.371  0.464  1.304
H  -3.621  1.597  4.063
H  -4.286  2.490  2.695
H  -1.892  2.818  3.202
H  -2.390  2.570  1.530
H  -0.519  0.801  3.491
H  0.785  1.507  1.767
H  -0.713  1.873  4.953
H  0.364  2.978  6.812
H  2.057  4.825  6.445
H  2.783  5.319  4.107
H  1.864  4.100  2.213
H  0.342  1.555  -0.374
H  0.191  2.985  -2.375
H  -0.145  5.467  -2.122
H  -0.503  6.445  0.159
H  -0.390  5.026  2.145

No. 11
Molecular formula: CH2N2O3S2
Method: DFT, wB97M-V/def2-TZVPD

Calculated values
ΔE to the lowest compared entry with this formula, charge and spin = 0.5621 eV
Largest force on an atom = 3.0 eV/A
Electronic energy = -31860.2184 eV

Atoms and positions in Å:
C  0.796  -0.557  -0.246
N  -0.359  -1.361  -0.008
N  0.180  0.699  -0.259
O  1.944  -0.797  -0.340
O  -1.800  0.220  1.557
O  -2.357  0.470  -0.806
S  1.192  2.205  0.027
S  -1.404  0.124  0.193
H  -0.454  -2.320  -0.487
H  2.263  1.316  0.369

No. 12
Molecular formula: C5H10N
Method: DFT, wB97M-V/def2-TZVPD

Calculated values
ΔE to the lowest compared entry with this formula, charge and spin = 4.1429 eV
Largest force on an atom = 9.3 eV/A
Electronic energy = -6826.0591 eV
SMILES string = CC=C=[N+](C)C
Net charge = +1

Atoms and positions in Å:
C  2.429  -0.848  -1.096
C  1.017  -1.021  -1.208
C  0.013  -0.460  -0.295
N  -0.922  0.278  0.503
C  -1.648  -0.331  1.509
C  -1.178  1.682  0.163
H  2.896  -0.115  -1.787
H  3.003  -1.687  -1.294
H  2.823  -0.319  -0.086
H  0.639  -1.666  -2.109
H  -1.222  -1.246  1.982
H  -1.747  0.401  2.246
H  -2.734  -0.720  1.255
H  -1.916  2.185  0.760
H  -0.125  2.116  0.318
H  -1.329  1.751  -0.861